{
  "formula": "C4H10N2OS",
  "method": "wB97M-V/def2-TZVPD",
  "elements": ["O", "C", "N", "C", "C", "S", "C", "N", "H", "H", "H", "H", "H", "H", "H", "H", "H", "H"],
  "xyz": [[2.08, 1.54, -0.22], [1.18, 0.71, -0.09], [1.19, -0.29, 0.80], [0.26, -1.42, 0.74], [-0.99, -1.25, 1.64], [-2.55, -1.18, 0.67], [0.05, 0.87, -0.98], [0.34, 1.69, -2.12], [1.99, -0.36, 1.41], [0.01, -1.67, -0.29], [0.79, -2.29, 1.13], [-0.97, -0.37, 2.27], [-1.06, -2.10, 2.30], [-2.85, 0.10, 0.92], [-0.86, 0.28, -0.99], [0.96, 1.23, -2.80], [-0.50, 2.03, -2.58], [0.93, 2.48, -1.81]],
  "nbo_charge": [-0.60, 0.54, -0.56, -0.25, -0.54, -0.03, 0.03, -0.72, 0.43, 0.21, 0.24, 0.24, 0.24, 0.13, 0.24, 0.46, 0.46, 0.48],
  "s2": 0.756,
  "relative_energy_kj_mol": 0.0,
  "multiplicity": 2,
  "orbital_gap_ev": [8.997, 6.499],
  "total_energy_ev": -20164.833,
  "charge": 1
}



{
  "formula": "C3H6N4",
  "method": "wB97M-V/def2-TZVPD",
  "elements": ["C", "N", "N", "C", "N", "C", "N", "H", "H", "H", "H", "H", "H"],
  "xyz": [[1.20, 0.34, 1.37], [-1.21, 0.81, 0.10], [0.05, -0.37, 0.81], [-0.87, 0.34, -1.15], [-1.52, 0.41, -2.24], [0.23, -0.68, -0.83], [1.01, -1.45, -1.32], [-2.13, 0.49, 0.41], [-0.18, -1.24, 1.29], [-1.06, -0.18, -2.94], [1.01, 0.57, 2.41], [1.37, 1.25, 0.80], [2.09, -0.29, 1.31]],
  "nbo_charge": [-0.44, -0.38, -0.37, 0.29, -0.62, 0.15, -0.47, 0.39, 0.41, 0.37, 0.21, 0.23, 0.25],
  "relative_energy_kj_mol": 504.1,
  "orbital_gap_ev": [7.318, 7.316],
  "total_energy_ev": -9163.631
}



{
  "formula": "C11H15NSi",
  "method": "wB97M-V/def2-TZVPD",
  "elements": ["C", "C", "C", "C", "C", "C", "C", "C", "C", "C", "C", "N", "Si", "H", "H", "H", "H", "H", "H", "H", "H", "H", "H", "H", "H", "H", "H", "H"],
  "xyz": [[4.03, -1.52, -0.27], [-3.51, -1.27, 0.65], [-3.26, 0.03, 0.21], [-2.82, -2.33, 0.08], [-2.33, 0.25, -0.78], [-1.89, -2.10, -0.91], [-1.64, -0.81, -1.35], [1.16, 3.21, -0.19], [1.52, -1.69, 1.56], [1.27, 1.83, 0.44], [2.35, 1.00, -0.26], [4.95, -2.03, -0.73], [2.52, -0.74, 0.48], [-4.24, -1.44, 1.43], [-3.79, 0.86, 0.66], [-3.02, -3.34, 0.42], [-2.13, 1.26, -1.12], [-1.35, -2.93, -1.35], [2.11, 3.75, -0.11], [0.91, 3.14, -1.25], [0.40, 3.80, 0.31], [0.65, -1.29, 2.04], [-0.90, -0.63, -2.12], [1.79, -2.70, 1.83], [1.51, 1.93, 1.50], [0.31, 1.32, 0.36], [3.30, 1.53, -0.20], [2.11, 0.92, -1.32]],
  "nbo_charge": [-0.16, -0.21, -0.21, -0.21, -0.22, -0.21, -0.21, -0.60, -1.08, -0.40, -0.86, -0.28, 1.38, 0.21, 0.21, 0.21, 0.21, 0.22, 0.20, 0.20, 0.21, 0.24, 0.21, 0.24, 0.20, 0.21, 0.25, 0.25],
  "relative_energy_kj_mol": 162.6,
  "smiles": "C=[Si](C#N)CCC.c1ccccc1",
  "orbital_gap_ev": 8.812,
  "total_energy_ev": -21016.503
}



{
  "formula": "C4H4BrF3",
  "method": "wB97M-V/def2-TZVPD",
  "elements": ["F", "F", "F", "Br", "C", "C", "C", "C", "H", "H", "H", "H"],
  "xyz": [[1.76, 0.42, 0.49], [1.45, -0.70, -1.29], [-1.32, -0.40, -0.97], [-0.87, 1.87, 0.53], [0.64, -1.68, 0.86], [-0.72, -1.18, 1.13], [0.92, -0.47, -0.05], [-0.54, -0.14, 0.06], [1.36, -1.64, 1.68], [0.66, -2.71, 0.40], [-0.78, -0.78, 2.13], [-1.58, -1.82, 0.92]],
  "nbo_charge": [-0.31, -0.32, -0.30, -0.09, -0.46, -0.48, 0.62, 0.38, 0.24, 0.24, 0.24, 0.24],
  "relative_energy_kj_mol": 0.0,
  "smiles": "FC1(F)CC[C@@]1(F)Br",
  "orbital_gap_ev": 10.912,
  "total_energy_ev": -82406.762
}



{
  "formula": "C5H6O2",
  "method": "wB97M-V/def2-TZVPD",
  "elements": ["C", "C", "C", "C", "C", "O", "O", "H", "H", "H", "H", "H", "H"],
  "xyz": [[-0.80, -0.71, 0.15], [-1.01, 0.84, 0.01], [-2.07, -0.24, 0.04], [0.25, -1.77, 0.13], [1.10, 1.62, -0.10], [-3.27, -0.35, -0.03], [-0.26, 1.92, 0.00], [0.27, -2.21, -0.86], [0.11, -2.52, 0.96], [1.28, -1.30, 0.18], [1.53, 1.90, -1.09], [1.22, 0.56, -0.05], [1.65, 2.25, 0.67]],
  "nbo_charge": [-0.13, 0.32, 0.47, -0.66, -0.26, -0.60, -0.44, 0.24, 0.25, 0.22, 0.19, 0.19, 0.20],
  "relative_energy_kj_mol": 392.6,
  "smiles": "COc1c(C)c1=O",
  "orbital_gap_ev": 9.715,
  "total_energy_ev": -9373.027
}



{
  "formula": "C11H20N2O2",
  "method": "wB97M-V/def2-TZVPD",
  "elements": ["C", "C", "C", "C", "C", "C", "C", "C", "C", "C", "C", "N", "N", "O", "O", "H", "H", "H", "H", "H", "H", "H", "H", "H", "H", "H", "H", "H", "H", "H", "H", "H", "H", "H", "H"],
  "xyz": [[-1.15, -0.62, -1.17], [-1.22, -1.55, 1.00], [-1.84, 0.72, -0.88], [-1.99, 1.01, 0.60], [-0.20, -0.39, 1.17], [1.50, 2.05, 0.86], [0.35, 2.03, 2.98], [1.11, -1.33, -3.06], [0.99, -2.83, -0.95], [0.10, 2.10, 1.47], [1.17, -1.44, -1.54], [-0.68, 0.88, 1.13], [0.22, -0.45, -1.03], [-1.70, -1.67, -0.19], [-1.46, -2.30, 1.91], [-1.34, -1.01, -2.12], [-1.30, 1.44, -1.40], [-2.78, 0.97, -1.35], [-2.38, 2.13, 0.80], [-2.78, 0.22, 0.93], [0.83, -0.70, 1.54], [1.75, 3.04, 0.59], [2.36, 1.79, 1.58], [1.46, 1.23, 0.06], [-0.45, 2.55, 3.39], [1.21, 2.56, 3.29], [0.38, 1.07, 3.28], [1.98, -1.95, -3.58], [0.22, -1.67, -3.38], [1.19, -0.39, -3.36], [1.72, -3.53, -1.28], [0.09, -3.22, -1.41], [0.99, -2.70, 0.27], [-0.35, 2.91, 1.03], [2.01, -0.95, -1.16]],
  "nbo_charge": [0.21, 0.74, -0.45, -0.22, 0.12, -0.65, -0.59, -0.58, -0.61, -0.03, -0.07, -0.40, -0.61, -0.52, -0.57, 0.18, 0.22, 0.22, 0.22, 0.23, 0.26, 0.22, 0.20, 0.27, 0.21, 0.21, 0.21, 0.19, 0.19, 0.21, 0.21, 0.21, 0.20, 0.21, 0.19],
  "relative_energy_kj_mol": 672.3,
  "orbital_gap_ev": [8.086, 8.085],
  "total_energy_ev": -18801.623
}